Here is a structure of composition C46H53N7O4PPbS from OMol25. Energies are from ωB97M-V/def2-TZVPD.

Structure (ORCA input):
```
! wB97M-V def2-TZVPD RIJCOSX def2/J DEFGRID3
* xyz 1 1
Pb 0.34412 0.24508 -0.99260
S 0.38048 1.80581 -3.56984
P -1.33230 2.22429 0.11769
O 0.89800 0.04323 1.52473
O 0.40790 -7.89654 -1.88917
O 1.21663 2.82477 -0.50858
O 3.00428 1.00796 0.26044
N 2.65959 3.96678 -1.83991
N -0.62326 -0.15840 -5.02130
N 0.48913 -7.17323 0.25959
N 0.59917 -5.66355 -1.54389
N 0.89464 1.12293 -6.12420
N 1.95709 0.16356 3.51903
N 1.95279 -2.29552 -1.24509
C -0.73124 -4.72909 3.49793
C -1.73036 -0.81487 -0.52426
C -1.90943 3.82984 -0.54709
C -4.07174 1.92878 0.59313
C 2.75042 -2.40665 -0.17978
C -1.15553 -3.86200 4.65963
C -0.95113 -4.32354 2.18639
C 0.49820 -6.97839 -1.09947
C 0.06919 -6.32331 1.31726
C 1.32373 -3.38418 -1.67822
C -3.12064 6.08763 -1.66635
C -2.69215 5.04934 -2.48449
C -1.82286 -2.18280 -0.61272
C 1.87416 2.18297 -6.33642
C 1.39715 -4.62187 -1.04794
C -0.11510 -5.96327 3.69520
C 4.02654 4.18591 -2.30696
C -1.38756 1.66074 2.85905
C -3.02046 -2.90106 -0.36728
C 2.33686 2.97601 -0.98425
C -2.91533 1.29722 0.20641
C 0.28250 -6.75166 2.62325
C -0.82037 -1.04316 -6.15825
C -2.09270 3.92620 -1.92787
C -0.20098 2.91141 4.54192
C 2.84882 1.41455 1.60267
C 2.93816 -3.61132 0.47144
C 1.63189 4.91110 -2.27116
C 2.24815 -4.73198 0.04496
C 0.27046 3.77683 3.56079
C 0.22259 0.88208 -4.99042
C -2.90842 -0.10726 -0.08064
C -5.29702 -0.12981 0.52296
C 3.44894 1.98853 -0.63796
C -2.32379 4.88606 0.26428
C -0.09222 3.59219 2.23239
C 3.01345 0.69255 4.37979
C -4.12698 -0.81915 0.12484
C -0.93416 2.53702 1.87150
C -4.15510 -2.22886 -0.04002
C -2.92521 6.00743 -0.29430
C -1.02744 1.85231 4.18749
C -5.27916 1.21670 0.73656
C 1.82526 0.47252 2.21494
C 1.06462 -0.82194 4.12859
C -0.56648 -5.10423 1.10706
H 1.82954 5.90933 -1.87452
H 0.66525 4.57072 -1.91476
H 2.66964 0.63539 5.40990
H 0.30550 -1.11039 3.41189
H 0.58787 -0.39278 5.01049
H 3.22133 1.73837 4.16308
H -4.07135 2.99339 0.79404
H -2.19204 4.83605 1.33810
H 2.80640 1.75784 -6.70579
H -6.18066 1.74171 1.03398
H 3.72867 1.45147 -1.54330
H -1.39955 1.17500 4.94904
H -1.15512 -0.31188 -4.18382
H 2.44862 2.43113 1.68573
H 1.63469 -1.70624 4.42481
H 2.38368 -5.68034 0.54707
H -1.16530 -0.49598 -7.03958
H 3.93770 0.11430 4.29621
H 4.00342 4.93207 -3.09428
H 3.23854 -1.49331 0.14902
H 0.06328 3.07306 5.58055
H 0.67667 0.55497 -6.92563
H 1.50118 2.91074 -7.05709
H -3.02612 -3.98233 -0.45740
H 3.61692 -3.67926 1.31214
H 0.92097 4.60068 3.83123
H -2.23961 -3.73135 4.67737
H -6.21267 -0.69466 0.65809
H -3.61053 6.95415 -2.09627
H 0.28308 4.26159 1.46825
H -1.77172 3.11359 -2.56925
H 2.05828 2.68657 -5.39340
H 3.80973 1.35859 2.11597
H 0.70020 -3.26766 -2.56587
H -2.02592 0.82519 2.58707
H -1.44633 -3.37484 1.99077
H -0.94955 -2.76240 -0.89598
H 4.33427 2.51130 -0.26028
H -0.70826 -2.86721 4.59077
H -5.09080 -2.75476 0.12040
H -3.25631 6.81579 0.34753
H 0.76486 -7.70976 2.80280
H -2.83180 5.10811 -3.55776
H 4.46570 3.27627 -2.71816
H 0.34247 -5.59543 -2.51340
H -1.58553 -1.76926 -5.90111
H 1.61105 4.95946 -3.36079
H 0.57219 -8.14818 0.49036
H -0.85538 -4.30233 5.60951
H 4.67685 4.55566 -1.51165
H -0.78491 -4.76209 0.10508
H 0.05907 -6.31949 4.70589
H 0.09603 -1.58327 -6.40855
*
```

## Properties
Largest force on an atom: 0.99 eV/A
Orbital gap: 0.2866 Ha
Total energy: -3401.22242 Ha
Energy above the lowest of the compared OMol25 structures with the same formula, charge and spin: 0.840 eV
LUMO: -1.69 eV